C5H7NOS in the gas phase at a distorted geometry, computed with ωB97M-V with the def2-TZVPD basis set.

The geometry in XYZ format:
```
15
Properties=species:S:1:pos:R:3:forces:R:3:nbo_charge:R:1
C -0.7146 0.0682 0.1174 3.24 -2.08 1.10 0.556
C -2.9706 -0.4831 -0.5710 -1.88 -1.55 -2.61 -0.294
C -1.9100 -0.7261 0.1939 -1.92 -1.51 1.95 -0.314
C 1.0224 1.4320 -0.0370 2.77 -1.71 0.20 -0.250
C 1.7318 -0.0130 0.5171 -2.03 1.49 -2.10 -0.008
N -0.3220 1.1980 -0.1186 -2.81 -0.59 -0.53 -0.394
O 0.6856 -0.8782 0.5541 -2.60 0.49 -0.69 -0.605
S 3.1951 -0.4335 -0.5004 -0.05 -0.25 -0.49 -0.104
H -3.9436 -1.1341 -0.6880 2.05 1.12 1.30 0.216
H -2.9628 0.1092 -1.5049 0.54 0.37 0.98 0.207
H -2.0701 -1.5236 1.0504 1.00 1.80 -1.85 0.259
H 1.1231 2.3096 0.5623 0.97 0.47 0.46 0.216
H 1.4568 1.5112 -1.0077 0.17 0.88 -0.89 0.213
H 2.0796 0.2117 1.4419 1.13 0.33 3.06 0.157
H 3.5993 -1.6483 -0.0095 -0.60 0.72 0.10 0.145
```
Forces are in eV/Å.

Properties
Structure (SMILES): C=CC1=NC[C@H](S)O1
ΔE to the lowest compared entry with this formula, charge and spin: 84.0 kcal per mole
Net charge: 0
Spin multiplicity: 1
HOMO energy: -9.1429 eV

A molecular structure, C33H45GaN5S at a distorted geometry, computed with ωB97M-V with the def2-TZVPD basis set.

The geometry in XYZ format:
```
85
Properties=species:S:1:pos:R:3:forces:R:3:mulliken_charge:R:1
Ga 0.3174 0.0174 -0.9240 0.15 2.02 1.78 -0.837
N -3.1869 -1.6372 0.0699 0.16 0.37 -0.50 -0.276
N -0.8312 -1.7904 -2.0262 -0.74 -1.07 -0.45 0.564
C 2.4057 1.1533 -1.3212 0.62 -0.07 1.58 0.838
C 2.6384 -0.1790 -0.7558 0.19 1.46 0.62 1.068
C 2.5482 -0.0400 0.6798 -0.27 1.01 -1.19 0.212
C 2.8001 -1.1002 1.6809 -0.09 -0.36 0.36 -1.400
H 3.3803 -1.9306 1.2563 -0.13 0.10 0.10 0.414
H 1.8526 -1.4964 2.0815 0.24 -0.07 -0.01 -0.124
H 3.3665 -0.6905 2.5299 -0.07 -0.14 -0.07 0.404
C 2.1881 1.2946 0.9779 0.53 -0.57 -1.18 1.095
C 1.9179 1.7877 2.3437 -0.37 0.14 0.64 -1.029
H 2.7552 1.5534 3.0244 -0.21 0.13 -0.06 0.289
H 1.0111 1.2907 2.7403 0.37 0.32 0.02 -0.184
H 1.7507 2.8753 2.3591 0.07 -0.25 0.05 0.484
C 2.1175 2.0416 -0.2329 0.59 -1.61 -0.31 -0.435
C 1.8425 3.4960 -0.3280 -0.19 0.34 0.00 -2.064
H 0.8970 3.7452 0.1743 0.13 0.10 -0.15 0.374
H 1.7690 3.8177 -1.3733 -0.03 0.01 0.19 0.436
H 2.6414 4.0800 0.1542 -0.16 0.00 -0.09 0.330
C 3.3082 -1.3186 -1.4544 -0.13 -0.29 -0.04 -1.413
H 4.1546 -1.6714 -0.8469 -0.11 -0.04 -0.24 0.413
H 3.6911 -1.0232 -2.4394 -0.07 -0.09 0.18 0.356
H 2.6237 -2.1663 -1.6073 0.22 -0.01 -0.07 0.184
C 2.6876 1.5674 -2.7250 -0.25 0.11 -0.25 -1.269
H 1.7783 1.6104 -3.3454 0.13 0.01 -0.03 0.090
H 3.3862 0.8742 -3.2123 -0.10 0.19 0.04 0.329
H 3.1358 2.5711 -2.7288 -0.05 -0.23 -0.13 0.414
C -4.1781 -1.9462 0.9090 0.59 -0.59 0.73 -0.351
H -5.1522 -1.4782 0.7090 0.42 -0.14 0.10 0.363
C -4.0140 -2.8173 2.0086 0.20 0.34 -0.52 -0.592
H -4.8323 -2.9550 2.7237 0.34 -0.13 -0.34 0.353
C -2.7636 -3.4575 2.1352 0.02 0.21 -0.57 -0.225
H -2.5648 -4.2154 2.8936 -0.20 0.24 0.01 0.395
C -1.7506 -3.1413 1.2357 -0.61 0.07 -0.13 -0.372
H -0.7676 -3.6065 1.2587 -0.26 -0.03 0.26 0.294
C -1.9631 -2.1660 0.2272 1.02 -0.37 -0.13 0.280
C -0.7170 -1.7830 -0.5929 -1.30 -1.97 1.07 -0.202
H 0.1089 -2.4389 -0.2794 -0.26 -0.20 -0.02 0.238
C -0.5759 -0.5572 -2.5452 -0.91 0.50 -1.15 -0.764
C -0.8772 -2.7509 -3.0454 0.30 0.63 0.66 -0.614
H -1.0022 -3.8095 -2.8292 0.09 0.37 -0.22 0.491
C -0.7244 -2.0573 -4.2048 -0.29 -0.37 -0.14 -0.696
H -0.6696 -2.4221 -5.2146 -0.16 -0.04 -0.10 0.442
N -0.6573 -0.6900 -3.9015 0.19 -0.41 -0.91 1.050
C -0.9006 0.4476 -4.7294 0.45 0.18 0.85 -0.059
C 0.1062 0.8654 -5.6118 -0.30 0.43 0.04 0.897
C 0.0882 2.1907 -6.0677 -0.25 -0.11 0.04 -0.960
H 0.9165 2.5400 -6.6979 -0.33 -0.08 0.22 0.230
C -0.9230 3.0785 -5.6744 0.08 -0.48 0.20 0.722
C -0.8822 4.5413 -5.9667 0.02 0.33 -0.18 -1.533
H -0.6442 5.1129 -5.0578 0.03 -0.11 -0.20 0.271
H -1.8665 4.8829 -6.3033 0.13 0.09 -0.08 0.359
H -0.1355 4.7793 -6.7276 -0.08 0.07 0.02 0.370
C -1.9638 2.6087 -4.8649 0.30 -0.34 -0.05 -1.009
H -2.7817 3.2861 -4.5898 0.33 -0.23 -0.02 0.252
C -1.9461 1.3160 -4.3504 0.07 0.20 -0.34 1.034
C -2.9941 0.9038 -3.3731 -0.65 0.12 0.19 -1.355
H -3.5352 -0.0093 -3.6616 0.32 0.11 0.07 0.287
H -3.7298 1.7096 -3.3006 -0.06 -0.08 0.00 0.404
H -2.5813 0.7485 -2.3708 0.04 -0.13 -0.15 0.209
C 1.2437 -0.0544 -5.9341 0.42 0.00 -0.16 -1.394
H 0.9043 -1.0323 -6.3124 0.16 0.31 0.13 0.307
H 1.8896 -0.2296 -5.0557 -0.37 -0.02 -0.24 0.136
H 1.8609 0.4268 -6.7010 0.01 -0.23 0.04 0.432
C 0.9358 1.3704 5.9435 0.30 0.13 -0.06 -1.015
C -0.3505 0.7034 6.3770 -0.97 -0.40 -0.34 -0.572
N -1.1473 0.0785 5.2771 0.34 0.76 0.49 -0.170
C -0.6022 -0.8444 4.4206 -0.25 0.34 -1.78 -0.221
S -0.7837 -0.6801 2.7420 0.23 0.13 1.49 -0.110
N 0.0611 -1.8894 4.9622 0.00 -0.62 0.56 -0.071
C -0.2168 -2.4416 6.3159 0.81 0.22 -0.70 -0.667
C -1.6722 -2.4334 6.7181 -0.32 -0.06 0.19 -0.974
H 1.6745 0.6455 5.5816 -0.20 0.14 -0.06 0.238
H 1.3715 1.8868 6.8049 0.02 -0.05 -0.05 0.497
H 0.7586 2.1201 5.1627 0.05 -0.25 0.08 0.208
H -0.1726 -0.0587 7.1407 0.05 0.23 -0.02 0.126
H -1.0277 1.4443 6.8218 0.16 -0.16 -0.03 0.475
H -1.7011 0.7529 4.7567 0.34 -0.17 0.01 0.369
H 0.4442 -2.5303 4.2681 -0.30 0.40 0.32 0.309
H 0.1645 -3.4690 6.2974 -0.04 0.20 0.03 0.424
H 0.4029 -1.8859 7.0310 -0.16 -0.25 0.06 0.239
H -2.2570 -3.1087 6.0878 0.03 0.14 -0.02 0.309
H -1.7539 -2.7843 7.7483 -0.02 -0.03 0.03 0.368
H -2.0993 -1.4286 6.6551 0.03 -0.33 0.04 0.287
```
Forces are in eV/Å.

Properties
ΔE to the lowest compared entry with this formula, charge and spin: 8.9 kcal per mole
Net charge: -1
Spin multiplicity: 1
HOMO energy (spin up / spin down): -0.5700 / -1.5983 eV

A gas-phase ion, C9H18N3OS (charge +1), computed with ωB97M-V with the def2-TZVPD basis set.

The geometry in XYZ format:
```
32
Properties=species:S:1:pos:R:3:forces:R:3:nbo_charge:R:1
C 0.6135 3.8705 -1.3152 0.10 -0.02 0.06 -0.650
C 0.8251 2.5069 -0.6840 0.07 0.09 -0.23 -0.079
O 0.5554 2.4577 0.7257 0.05 0.10 -0.03 -0.554
C -0.7619 2.7929 1.1110 -0.07 0.11 0.02 -0.067
C -1.7976 1.7681 0.6265 -0.10 0.00 0.16 -0.504
C -1.3606 0.3760 0.9251 -0.18 -0.02 -0.10 0.467
N -2.1111 -0.7084 1.0320 0.13 -0.09 0.01 -0.310
N -1.3843 -1.8257 1.3133 0.18 0.09 0.05 -0.223
C -0.1531 -1.4030 1.3812 -0.15 0.10 -0.01 0.378
C 1.0598 -2.2250 1.6178 -0.02 0.13 -0.15 -0.591
S 1.9109 -2.6273 0.0593 0.01 0.14 -0.02 0.237
C 0.5429 -3.2604 -0.9569 0.05 -0.17 0.01 -0.527
C 1.1075 -4.2037 -2.0160 0.03 0.06 0.01 -0.619
N -0.1158 -0.0444 1.1408 0.14 -0.45 0.11 -0.502
H 1.2105 4.6243 -0.7972 -0.09 -0.04 -0.03 0.232
H -0.4320 4.1841 -1.3223 0.05 -0.02 0.00 0.206
H 0.9472 3.8302 -2.3541 -0.02 0.01 0.06 0.240
H 1.8733 2.2182 -0.7663 -0.05 0.01 0.02 0.211
H 0.2382 1.7395 -1.2110 0.00 0.06 0.08 0.156
H -1.0404 3.7854 0.7497 -0.02 -0.07 0.03 0.209
H -0.7676 2.8292 2.2022 0.10 -0.03 -0.07 0.211
H -1.9977 1.8703 -0.4442 0.08 -0.09 0.04 0.261
H -2.7456 1.9415 1.1451 0.06 0.05 -0.10 0.264
H -3.1118 -0.7880 0.9294 0.00 0.06 0.01 0.448
H 1.7873 -1.6291 2.1724 -0.07 -0.15 0.13 0.258
H 0.8062 -3.1181 2.1869 -0.06 0.04 -0.06 0.264
H -0.1543 -3.7915 -0.3057 0.04 0.04 -0.03 0.224
H 0.0271 -2.4195 -1.4250 -0.07 -0.08 0.05 0.203
H 0.2921 -4.7247 -2.5191 0.05 0.04 -0.01 0.229
H 1.6825 -3.6613 -2.7690 -0.02 -0.03 0.05 0.219
H 1.7646 -4.9447 -1.5585 -0.09 -0.01 -0.04 0.226
H 0.6897 0.5800 1.1260 -0.12 0.13 -0.03 0.485
```
Forces are in eV/Å.

Properties
Structure (SMILES): CCOCCc1[nH]nc(CSCC)[nH+]1
ΔE to the lowest compared entry with this formula, charge and spin: 0.0 kcal per mole
Net charge: +1
Spin multiplicity: 1
HOMO energy: -12.0423 eV

C26H30N4O2 in the gas phase at a distorted geometry, computed with ωB97M-V with the def2-TZVPD basis set.

The geometry in XYZ format:
```
62
Properties=species:S:1:pos:R:3:forces:R:3:nbo_charge:R:1
C 4.8929 -2.6970 3.8615 0.05 -0.02 0.19 -0.396
N 4.7925 -1.2584 3.9056 0.63 -0.52 0.67 -0.446
C 6.0511 -0.5837 3.6665 -0.06 0.07 -0.26 -0.198
C 5.9795 0.9016 3.9800 -0.20 -0.01 0.13 -0.400
C 4.7884 1.5436 3.2603 0.73 0.45 -0.39 -0.421
C 3.5507 0.7085 3.3051 -0.57 -0.56 0.16 -0.099
C 3.5883 -0.6203 3.8058 -0.65 0.61 -0.79 0.271
C 2.3616 -1.2504 4.1049 0.47 0.44 0.04 -0.313
C 1.1677 -0.6314 3.7798 -0.04 0.33 -0.33 -0.198
C 1.1374 0.5530 3.0268 -0.19 -0.35 0.03 -0.010
C -0.1710 1.1925 2.5565 -0.23 -0.19 0.53 -0.092
C -1.4545 0.4338 2.8352 -0.20 -0.29 0.35 -0.101
C -2.5624 1.1982 3.1996 0.31 -0.51 0.16 -0.170
C -3.7916 0.6204 3.5022 0.38 -0.61 -0.19 -0.113
C -3.9102 -0.7943 3.5080 0.53 0.99 -0.58 0.266
N -5.1278 -1.3748 3.7179 -0.65 -0.67 0.68 -0.442
C -5.2913 -2.7971 3.5252 0.13 0.02 0.02 -0.400
C -6.3477 -0.6008 3.7978 -0.12 0.16 -0.26 -0.193
C -6.1255 0.7633 4.4310 0.17 -0.02 0.19 -0.400
C -4.9719 1.4986 3.7564 -0.47 0.51 -0.07 -0.415
C -2.7783 -1.5711 3.1705 -0.10 0.21 -0.22 -0.340
C -1.6106 -0.9645 2.7406 -0.08 0.47 0.56 -0.069
C 2.3466 1.2287 2.8477 0.12 -0.17 0.36 -0.195
H 3.9129 -3.1569 3.9850 0.28 -0.01 -0.04 0.213
H 5.3211 -3.0405 2.9063 -0.08 0.07 0.07 0.182
H 5.5575 -3.0358 4.6659 -0.13 -0.14 -0.09 0.190
H 6.8114 -1.0823 4.2803 -0.03 0.12 -0.07 0.196
H 6.3575 -0.7133 2.6124 -0.03 -0.02 0.07 0.170
H 5.8783 1.0495 5.0618 -0.01 -0.10 -0.11 0.204
H 6.9160 1.3770 3.6711 -0.13 -0.03 0.08 0.214
H 4.5927 2.5307 3.7069 -0.04 -0.25 -0.13 0.222
H 5.0681 1.7448 2.2140 -0.04 -0.06 0.16 0.208
H 2.3500 -2.2053 4.6198 -0.08 0.18 -0.03 0.208
H 0.2428 -1.0730 4.1257 0.14 -0.06 -0.15 0.224
H -0.2453 2.1141 3.1497 -0.06 -0.07 -0.44 0.250
H -2.4594 2.2891 3.2322 -0.09 -0.31 0.05 0.204
H -4.5437 -3.3434 4.1102 -0.22 -0.06 -0.06 0.200
H -6.2880 -3.0905 3.8661 0.20 0.02 -0.04 0.204
H -5.1804 -3.0899 2.4694 -0.02 0.00 0.10 0.186
H -6.7899 -0.4635 2.7938 0.08 0.00 0.07 0.169
H -7.0720 -1.1845 4.3762 0.06 0.15 -0.02 0.197
H -7.0452 1.3493 4.3626 0.05 -0.06 0.04 0.212
H -5.8891 0.6437 5.4936 -0.06 -0.10 -0.07 0.204
H -4.6684 2.3501 4.3790 -0.05 -0.11 -0.09 0.217
H -5.3176 1.9397 2.8062 0.05 -0.16 0.17 0.204
H -2.8467 -2.6558 3.1843 0.04 0.27 -0.24 0.210
H -0.8267 -1.5839 2.3065 -0.14 0.22 0.32 0.216
H 2.3641 2.2220 2.4044 -0.07 -0.22 0.08 0.232
C -1.8428 0.9613 -2.0746 -0.20 -0.07 -0.13 -0.390
N -0.9914 1.6016 -1.0860 -0.12 0.27 0.03 -0.421
C -0.8949 0.9850 0.1534 -0.15 -1.38 0.30 0.799
O -1.4481 -0.1083 0.2894 1.06 1.52 -0.30 -0.619
N -0.1424 1.6607 1.1389 -0.37 0.23 -0.73 -0.454
C 0.3355 2.9781 0.9354 0.43 0.60 1.82 0.641
O 0.7632 3.6474 1.8957 -0.61 -1.04 -1.66 -0.622
C 0.2542 3.4836 -0.4060 -0.36 0.39 -0.98 -0.383
C -0.4560 2.8269 -1.3468 0.27 0.02 0.43 0.092
H -1.7657 1.5558 -2.9840 -0.07 -0.16 -0.03 0.197
H -1.5273 -0.0645 -2.2674 0.01 0.13 0.07 0.228
H -2.8851 0.9463 -1.7415 0.17 -0.04 -0.01 0.215
H 0.6615 4.4627 -0.6186 -0.01 -0.11 0.16 0.242
H -0.6799 3.1969 -2.3496 0.35 0.07 0.40 0.215
```
Forces are in eV/Å.

Properties
Structure (SMILES): CN1CCCc2cc(C(c3ccc4c(c3)CCCN4C)n3c(=O)ccn(C)c3=O)ccc21
ΔE to the lowest compared entry with this formula, charge and spin: 29.4 kcal per mole
Net charge: 0
Spin multiplicity: 1
HOMO energy: -6.9169 eV

A molecular structure, C10H8N3O6Ti at a distorted geometry, computed with ωB97M-V with the def2-TZVPD basis set.

The geometry in XYZ format:
```
28
Properties=species:S:1:pos:R:3:forces:R:3:nbo_charge:R:1
O -0.1473 1.9342 -2.5417 -0.62 -2.24 2.82 -0.394
C -0.3229 1.2107 -1.6631 0.60 2.08 -2.63 0.634
Ti -0.3873 -0.2172 0.1807 1.36 -1.06 -0.30 0.041
O -0.1931 2.5682 1.7439 -0.16 -3.13 -1.74 -0.420
C -0.2841 1.5578 1.1677 -0.10 4.08 2.33 0.554
C 0.3687 -1.8915 -1.1595 -0.71 -0.54 -0.09 0.243
O 0.3885 -3.0848 -1.1314 0.20 1.05 -0.33 -0.434
C 1.6169 -0.5608 -0.3826 2.92 1.19 0.01 0.464
O 2.7712 -0.6387 -0.6073 -3.04 -0.44 0.40 -0.453
C -2.4438 -0.2926 -0.2862 -5.29 0.98 -1.15 0.613
O -3.5965 -0.3020 -0.4348 4.16 -0.23 0.55 -0.399
H 0.0557 -1.1979 -2.0264 0.35 -1.24 -0.41 0.113
C -1.9739 -3.7871 3.1347 -0.40 -0.33 0.16 -0.420
N -0.8202 -2.8846 3.0913 0.24 -0.04 1.03 -0.370
C 0.0201 -2.8197 4.1855 0.18 0.46 -0.71 0.150
C 1.0509 -1.9298 4.2222 -0.03 -0.68 1.01 -0.354
C 1.2100 -1.0435 3.1420 -0.38 0.89 -1.60 0.491
N 0.3343 -1.0701 2.1088 0.50 -0.65 0.98 -0.556
C -0.6679 -1.9740 2.1108 -1.10 0.78 -2.05 0.781
O -1.4759 -1.8598 1.1056 1.35 -0.71 2.10 -0.639
N 2.1724 -0.1190 3.0883 -0.05 -0.26 0.01 -0.723
H -1.6461 -4.8160 3.3051 0.11 0.20 -0.18 0.232
H -2.5215 -3.7232 2.1967 0.13 0.03 0.11 0.263
H -2.6252 -3.5094 3.9704 0.07 0.09 -0.25 0.225
H -0.2229 -3.5101 4.9843 0.19 0.04 -0.06 0.246
H 1.7448 -1.8761 5.0674 -0.45 -0.15 -0.31 0.260
H 2.8607 -0.0828 3.8219 0.06 0.12 -0.11 0.422
H 2.3046 0.4496 2.2539 -0.09 -0.29 0.41 0.430
```
Forces are in eV/Å.

Properties
ΔE to the lowest compared entry with this formula, charge and spin: 0.0 kcal per mole
<S²>: 2.0490
Net charge: +1
Spin multiplicity: 3
HOMO energy (spin up / spin down): -10.7873 / -11.0567 eV

C2H6N2O in the gas phase at a distorted geometry, computed with ωB97M-V with the def2-TZVPD basis set.

The geometry in XYZ format:
```
11
Properties=species:S:1:pos:R:3:forces:R:3:nbo_charge:R:1
C 1.0174 1.0506 -0.0528 -0.94 -0.61 2.13 -0.708
C 0.8074 -0.5100 -0.0757 2.15 0.33 0.66 0.667
H 0.8473 1.5186 1.0364 0.20 -1.32 -2.31 0.229
H 2.0583 1.2054 -0.3034 0.00 0.13 -0.26 0.235
H 0.2816 1.5055 -0.7067 0.32 0.32 -0.10 0.238
H -0.7104 -2.0137 0.4693 1.80 3.26 -2.27 0.388
H -2.1422 -0.2327 -0.8387 1.12 -0.24 0.10 0.347
H -2.0531 -0.1201 0.7443 1.35 0.08 -0.63 0.339
N -0.4348 -1.0359 -0.0888 -2.36 -3.20 1.92 -0.472
N -1.4254 -0.1002 -0.1001 -4.10 1.12 0.64 -0.657
O 1.7539 -1.2677 -0.0837 0.45 0.12 0.14 -0.607
```
Forces are in eV/Å.

Properties
Structure (SMILES): CC(=O)NN
ΔE to the lowest compared entry with this formula, charge and spin: 52.1 kcal per mole
Net charge: 0
Spin multiplicity: 1
HOMO energy: -9.5230 eV